Entry 1:
The following is a quantum chemistry calculation of a molecular structure, C2H4O3Tl at a distorted geometry, from the OMol25 dataset.

Cartesian coordinates (Å):
Tl  2.7450  -0.9058  -0.9319
C  -1.4526  0.0758  1.2627
C  -0.2415  -0.5122  0.6751
O  -0.3537  -1.0813  -0.4227
O  0.8305  -0.3134  1.2838
H  -2.0250  0.6167  0.5091
H  -1.2697  0.7895  2.0660
H  -2.0705  -0.7686  1.5678
O  1.6826  0.6232  -3.0374
H  2.1548  1.4761  -2.9726

Results
Lowest unoccupied orbital energy (spin up / spin down), eV: -10.95 / -14.65
Expectation value of S²: 1.755
Strongest force on any atom, eV/Å: 1.86
Electronic energy, eV: -12949.079
Multiplicity: 2
Total charge: +2



Entry 2:
The following is a quantum chemistry calculation of 2 unconnected molecules or ions with the total composition C2H4O4 at a distorted geometry, from the OMol25 dataset.

Cartesian coordinates (Å):
C  -1.3882  0.6105  0.1295
C  1.3581  -0.4714  -0.3569
O  -2.6529  1.0412  0.2874
O  -1.4284  -0.7003  -0.0283
O  2.5735  -1.1109  -0.4560
O  1.4871  0.7092  0.2146
H  -3.2720  0.3409  0.2466
H  -0.4993  -1.1544  -0.3221
H  3.2225  -0.5544  -0.0380
H  0.5996  1.2896  0.3232

Results
Lowest unoccupied orbital energy, eV: 0.85
Strongest force on any atom, eV/Å: 3.05
Electronic energy, eV: -10325.533
Relative energy (zero: lowest compared OMol25 entry of this formula, charge and spin), kJ/mol: 373.09
Total charge: 0